(1)
ORCA calculation (the ωB97M-V functional and the def2-TZVPD basis) on a cluster of 3 separate species, C29H44F3NO2S3 in total at a distorted geometry.

```
82
Properties=species:S:1:pos:R:3:mulliken_charge:R:1
C 3.2888 -5.0263 0.2168 -1.03
C 4.5713 -4.4743 0.9509 -0.42
C 5.3339 -3.4393 0.0004 -0.74
C 4.8937 -1.9552 0.3084 -0.01
C 5.8701 -1.2528 1.3432 -0.80
C 5.2278 0.0356 2.0113 -0.75
C 4.6875 1.0950 0.9605 -0.47
C 3.2598 1.5864 1.4739 -0.68
C 2.3667 2.1274 0.2928 -1.17
C 1.9239 1.0154 -0.7349 0.00
C 0.9791 -0.0694 -0.0511 0.14
C -0.1791 -0.3782 -1.0740 -0.04
C 0.2631 -0.8232 -2.4081 -0.29
C -0.7044 -1.1436 -3.4770 -0.68
C -2.1236 -1.0314 -3.1184 -0.62
C -2.5714 -0.5821 -1.7906 0.69
C -1.6147 -0.2341 -0.7306 -0.29
N -1.9147 0.2553 0.6015 0.33
C -3.1490 -0.2221 1.1367 -0.22
C -3.2313 -0.3400 2.6895 0.14
C -2.0066 0.0600 3.5777 0.88
F -0.9838 -0.8375 3.3314 -0.26
F -1.5478 1.3368 3.3102 -0.24
F -2.2778 -0.0511 4.9273 -0.30
C -4.4850 -0.8148 3.4369 -0.87
C -5.7106 -1.1868 2.6032 -0.60
C -5.6819 -1.0931 1.0643 0.75
C -7.0009 -1.5034 0.3054 -1.37
C -4.4068 -0.6064 0.3588 0.28
S -4.3685 -0.4561 -1.4613 -0.45
H 3.3831 -5.0950 -0.8954 0.28
H 2.3691 -4.4273 0.4494 0.22
H 3.0906 -6.0659 0.6030 0.32
H 5.2843 -5.3098 1.1885 0.37
H 4.3289 -3.9035 1.8937 0.27
H 6.4320 -3.5675 0.2130 0.32
H 5.1211 -3.6245 -1.0910 0.37
H 3.8596 -1.8774 0.7586 -0.04
H 4.9187 -1.3503 -0.6426 0.35
H 6.8762 -1.0519 0.8767 0.29
H 6.0232 -1.9950 2.1825 0.32
H 6.0211 0.5272 2.6404 0.37
H 4.3830 -0.3311 2.6626 0.35
H 4.6340 0.6906 -0.0819 0.21
H 5.4248 1.9480 0.9423 0.41
H 3.4635 2.4099 2.2137 0.34
H 2.6835 0.7731 1.9875 0.33
H 1.4702 2.6694 0.7024 0.34
H 2.9741 2.8807 -0.2934 0.35
H 2.8381 0.5509 -1.1863 0.15
H 1.3308 1.5059 -1.5559 0.22
H 1.5205 -1.0246 0.1976 -0.15
H 0.5462 0.3592 0.8878 0.22
H 1.3559 -0.9288 -2.6256 0.24
H -0.3603 -1.4526 -4.4938 0.38
H -2.8588 -1.2732 -3.9305 0.28
H -1.7953 1.2644 0.7006 0.28
H -4.5257 -0.8716 4.5534 0.37
H -6.6549 -1.5411 3.0871 0.33
H -7.1573 -2.6101 0.3057 0.30
H -7.8357 -0.9823 0.8570 0.35
H -6.9750 -1.0429 -0.7136 0.37
C -4.2793 3.5552 2.5600 -1.02
S -5.7612 2.6747 2.0312 0.79
O -6.3609 3.4520 0.9104 -0.72
C -6.7308 3.0545 3.5035 -1.07
H -3.5396 3.4921 1.7622 0.26
H -4.5177 4.6024 2.7528 0.44
H -3.8805 3.0876 3.4615 0.29
H -6.8080 4.1354 3.6290 0.36
H -6.2552 2.6065 4.3773 0.33
H -7.7267 2.6315 3.3765 0.33
C 2.8352 2.2771 -6.2685 -1.03
S 1.5184 2.2359 -5.0379 0.51
O 1.5202 0.8768 -4.4285 -0.51
C 0.1570 2.2941 -6.2175 -1.02
H 3.7914 2.2106 -5.7504 0.32
H 2.7325 1.4326 -6.9516 0.31
H 2.7875 3.2165 -6.8212 0.39
H 0.2232 1.4483 -6.9032 0.31
H 0.1962 3.2329 -6.7716 0.41
H -0.7793 2.2398 -5.6629 0.31
```

Results
E_tot, eV: -77024.5805
Net charge: 0
Multiplicity: 1
Lowest unoccupied orbital energy, Ha: 0.01137
E_HOMO, eV: -7.60



(2)
ORCA calculation (the ωB97M-V functional and the def2-TZVPD basis) on the molecule C3H2N2O3 at a distorted geometry.

```
10
Properties=species:S:1:pos:R:3:mulliken_charge:R:1
C -1.6134 -0.3840 0.0059 0.30
C -0.1012 -0.3489 0.0221 0.70
C 1.8308 0.3944 -0.0026 0.11
H -1.5556 1.4485 -0.1610 0.40
H 2.7109 1.0301 0.2836 0.35
N 0.6442 0.8560 0.0094 -0.52
N 0.5926 -1.4073 -0.0076 -0.25
O -2.2833 0.8036 -0.0651 -0.49
O -2.1254 -1.4558 0.0211 -0.47
O 1.9002 -0.9367 -0.1059 -0.14
```

Results
E_tot, eV: -12264.5649
ΔE to the lowest compared entry with this formula, charge and spin, kcal/mol: 55.7
Net charge: 0
Multiplicity: 1
Lowest unoccupied orbital energy, Ha: 0.00179
SMILES: O=C(O)c1ncon1
E_HOMO, eV: -11.21



(3)
ORCA calculation (the ωB97M-V functional and the def2-TZVPD basis) on a cluster of 11 separate species, C42H116N10O12 in total at a distorted geometry.

```
180
Properties=species:S:1:pos:R:3:mulliken_charge:R:1
C 2.6149 -5.7740 -0.0290 -0.44
O 1.6388 -6.6505 0.4436 -0.38
C 0.9757 -6.1319 1.6073 0.95
C -0.0169 -7.1993 1.9790 -1.56
N -0.9549 -7.5532 0.9322 -0.31
C -1.9228 -6.5554 0.5299 -0.98
C -1.4456 -5.6121 -0.6561 1.54
O -1.1835 -6.4764 -1.8482 -0.58
C -0.5276 -5.6923 -2.8156 -0.40
H 3.5148 -5.8454 0.5606 0.48
H 2.2749 -4.7335 0.0849 -0.07
H 2.8033 -6.0461 -1.0902 0.24
H 0.4679 -5.1346 1.4580 -0.59
H 1.6905 -6.0029 2.4348 0.42
H -0.5346 -6.9835 2.8810 0.45
H 0.5273 -8.1226 2.0391 0.49
H -0.4513 -7.9221 0.1498 0.33
H -2.1680 -5.9951 1.4314 0.29
H -2.8145 -7.0575 0.1246 0.35
H -0.4656 -5.1601 -0.4314 -0.91
H -2.1656 -4.8369 -0.9620 0.31
H 0.4294 -5.3590 -2.4149 0.01
H -1.1583 -4.8365 -3.0627 0.19
H -0.3953 -6.3169 -3.7375 0.37
C -5.9773 -5.1880 -2.3364 -1.22
C -6.2254 -3.7457 -1.7544 0.00
C -5.8055 -3.7183 -0.2933 -0.80
O -4.4319 -3.9714 -0.2874 0.06
C -3.8816 -3.7420 1.0126 -0.30
N -5.5501 -2.6319 -2.5151 -0.43
H -6.4095 -5.4631 -3.3117 0.39
H -6.5094 -5.8811 -1.7181 0.38
H -4.8998 -5.4045 -2.3348 0.18
H -7.2787 -3.5092 -1.7851 0.45
H -6.4501 -4.3570 0.3407 0.28
H -5.9767 -2.7047 0.1144 0.39
H -4.2969 -4.5106 1.6759 0.32
H -4.1559 -2.7328 1.3433 0.49
H -2.7815 -3.7067 0.9400 -0.54
H -5.9389 -2.6810 -3.4585 0.26
H -4.5547 -2.7640 -2.5211 0.13
C 3.2298 2.1114 6.0444 -1.57
C 2.0047 1.9807 5.1621 1.81
C 1.0800 0.8592 5.6288 -1.31
O -0.0397 0.8283 4.7534 0.13
C -1.1558 0.1793 5.2495 -0.78
N 1.2924 3.2786 5.0142 -0.57
H 3.9065 2.8949 5.6186 0.25
H 3.6301 1.1140 5.9734 0.41
H 3.0481 2.3232 7.0854 0.46
H 2.4041 1.6724 4.1962 -0.71
H 0.7234 1.0882 6.6342 0.39
H 1.6681 -0.0446 5.6923 0.38
H -1.9346 0.3926 4.4795 0.08
H -1.4466 0.6013 6.2584 0.35
H -0.9652 -0.8840 5.4133 0.28
H 1.2143 3.6718 5.9298 0.30
H 0.3259 3.0665 4.7604 0.19
C 3.0858 0.8449 -0.3226 -0.41
C 2.4910 1.4362 -1.6090 2.88
C 2.5984 2.9838 -1.6237 -1.81
O 1.6376 3.4517 -0.6618 0.80
C 1.6637 4.8452 -0.5563 -1.11
N 3.2396 0.9812 -2.7618 -0.67
H 4.1563 1.0894 -0.2161 0.13
H 3.1337 -0.2497 -0.5068 -0.38
H 2.5682 1.0834 0.5955 -0.05
H 1.4096 1.1461 -1.7141 -1.15
H 2.3846 3.3050 -2.6701 0.27
H 3.6340 3.3927 -1.4671 0.46
H 2.7218 5.1548 -0.3842 0.23
H 1.0553 5.1360 0.3018 0.21
H 1.2388 5.2547 -1.4945 0.32
H 3.0549 1.5266 -3.5738 0.25
H 3.1876 -0.0329 -2.9336 0.34
C 2.5798 -2.4245 2.3349 -1.36
C 1.0500 -2.0594 2.1565 0.96
C 0.6557 -2.2069 0.5921 1.03
O -0.7664 -1.9164 0.4926 0.50
C -1.2524 -1.6625 -0.7606 0.54
N 0.2240 -2.8856 3.0028 -0.42
H 2.9241 -2.2802 3.3735 0.48
H 3.1388 -1.7719 1.6937 0.18
H 2.7187 -3.4818 2.1323 0.20
H 0.9765 -0.9896 2.3623 -0.61
H 0.8193 -3.2090 0.1844 -1.59
H 1.2449 -1.4187 0.1387 0.19
H -1.0189 -2.5652 -1.4003 -0.22
H -0.7839 -0.8300 -1.3040 -0.77
H -2.2810 -1.4789 -0.8740 0.20
H 0.6390 -2.8007 3.9478 0.38
H -0.7351 -2.5369 3.0330 0.22
C 5.3203 -2.9922 -1.3394 -1.02
C 5.0624 -2.8840 -2.8600 0.20
C 3.6098 -3.1535 -3.2066 -0.15
O 2.8775 -1.9446 -2.9896 -0.36
C 1.4951 -2.0590 -2.9406 0.44
N 5.7199 -1.6924 -3.4369 -0.71
H 5.1147 -3.9693 -0.9097 0.35
H 4.7804 -2.2345 -0.7328 -0.14
H 6.3356 -2.6463 -1.1719 0.45
H 5.5165 -3.8649 -3.1565 0.34
H 3.1818 -3.9116 -2.5823 -0.05
H 3.5441 -3.4950 -4.2550 0.29
H 1.1064 -1.0699 -2.6831 -0.42
H 1.1499 -2.7672 -2.1066 -0.30
H 1.1045 -2.4342 -3.9034 0.45
H 5.6442 -1.6353 -4.4702 0.33
H 5.3283 -0.8025 -3.1028 0.22
C 5.2363 2.0090 2.7179 -1.18
C 4.8088 3.4495 2.8052 0.69
C 6.0001 4.1842 2.1243 -1.11
O 7.2744 3.6192 2.3915 -0.32
C 8.3106 4.4385 1.7885 -0.75
N 3.5798 3.7551 2.0648 -0.42
H 6.0145 1.8087 3.4782 0.41
H 5.5999 1.8324 1.7089 0.40
H 4.4125 1.2980 2.9643 0.13
H 4.6692 3.7908 3.8457 0.19
H 5.9291 5.2346 2.4366 0.49
H 5.8374 4.2432 1.0815 0.41
H 8.3783 5.4108 2.3413 0.28
H 8.1293 4.5214 0.7266 0.32
H 9.2410 3.8866 1.9570 0.25
H 2.8137 3.9441 2.7105 0.39
H 3.2769 2.9661 1.5517 -0.31
C -2.6790 5.2085 -3.4816 -0.99
C -1.2106 4.8895 -3.9304 1.78
C -1.1207 3.5617 -4.6544 -0.90
O -1.5220 2.4015 -3.9087 -0.40
C -0.9225 2.4178 -2.6414 0.02
N -0.6939 6.0177 -4.7112 -0.73
H -3.4118 5.1021 -4.2860 0.32
H -2.7954 6.1745 -3.0176 0.45
H -2.9091 4.4521 -2.7616 -0.04
H -0.5652 4.8707 -3.0144 -0.84
H -0.1016 3.3537 -5.0178 0.34
H -1.7958 3.6292 -5.5001 0.41
H -1.4117 3.0888 -1.9629 0.12
H 0.1312 2.7459 -2.7335 0.26
H -0.9689 1.3991 -2.2740 -0.27
H -1.3322 6.3630 -5.4280 0.27
H 0.2064 5.7925 -5.1593 0.24
C -0.4574 2.0109 1.6188 1.18
C -1.3840 3.0737 2.0987 0.73
C -1.7757 4.0670 1.0358 0.60
O -2.4892 5.1563 1.6084 -0.56
C -2.7843 6.1586 0.6447 -0.66
N -2.5889 2.5171 2.6723 -0.35
H -0.5093 1.0565 2.1381 -0.57
H 0.5745 2.3661 1.7542 -0.59
H -0.5188 1.7371 0.5656 -0.18
H -0.8975 3.7065 2.8862 -0.07
H -2.4746 3.5811 0.2914 -0.50
H -0.9950 4.5843 0.4550 -0.41
H -1.8253 6.5179 0.2413 0.29
H -3.2091 6.9564 1.1937 0.33
H -3.4111 5.7324 -0.0804 0.20
H -2.4513 2.2234 3.6419 0.07
H -3.3447 3.2209 2.6213 0.27
C -5.1952 2.5181 -0.1365 -0.94
C -5.6021 1.5342 -1.2032 -0.15
C -4.7458 1.6625 -2.5126 0.16
O -5.0276 2.9537 -3.0853 -0.33
C -5.0168 2.9294 -4.4901 -0.90
N -5.4114 0.1582 -0.6136 -0.37
H -5.1478 3.5348 -0.4545 0.34
H -4.2221 2.1699 0.1794 -0.14
H -5.7878 2.5306 0.7874 0.47
H -6.6382 1.6161 -1.4654 0.37
H -5.0855 0.8984 -3.2301 0.65
H -3.6811 1.5820 -2.3062 -0.49
H -5.3486 3.9115 -4.8729 0.27
H -5.7097 2.1869 -4.8396 0.48
H -4.0240 2.6544 -4.8695 0.24
H -4.5301 0.0442 -0.1706 0.07
H -5.5763 -0.6155 -1.2712 0.31
O -2.9621 -0.3331 1.3920 -0.68
H -2.0703 -0.6909 1.3780 0.23
H -2.9641 0.5296 1.9121 0.31
```

Results
E_tot, eV: -84899.1468
ΔE to the lowest compared entry with this formula, charge and spin, kcal/mol: 16.8
Net charge: 0
Multiplicity: 1
Lowest unoccupied orbital energy, Ha: 0.01773
SMILES: COC[C@H](C)N.COC[C@H](C)N.COC[C@H](C)N.COC[C@H](C)N.COC[C@H](C)N.COC[C@H](C)N.COC[C@H](C)N.COC[C@H](C)N.COC[C@H](C)N.COCCNCCOC.O
E_HOMO, eV: -8.21



(4)
ORCA calculation (the ωB97M-V functional and the def2-TZVPD basis) on the ion C4H13N3 with charge +2 at a distorted geometry.

```
20
Properties=species:S:1:pos:R:3:mulliken_charge:R:1
C -0.9536 0.8418 0.6062 -0.69
C 1.1977 -0.1220 0.1163 1.02
C 2.1604 -1.4364 0.2083 -1.27
C 1.7619 1.1476 -0.4140 -1.42
N 0.0080 -0.1965 0.5053 -0.11
N -1.9869 0.4913 -0.4355 0.10
N -2.6363 -0.8196 -0.2688 -0.57
H -1.4588 0.7679 1.5927 0.39
H -0.5695 1.9105 0.6799 0.44
H 3.1835 -1.1294 0.2012 0.41
H 2.1376 -2.1030 -0.6899 0.35
H 1.9254 -2.0260 1.0583 0.44
H 2.6627 0.9837 -1.0681 0.39
H 2.1471 1.7469 0.4474 0.39
H 1.0125 1.7390 -0.8310 0.46
H -0.2569 -1.0064 1.2040 0.37
H -2.6582 1.2746 -0.5075 0.37
H -1.5143 0.2817 -1.3088 0.36
H -2.5288 -1.4665 -1.0169 0.27
H -3.6335 -0.8791 -0.0793 0.30
```

Results
E_tot, eV: -8809.5005
ΔE to the lowest compared entry with this formula, charge and spin, kcal/mol: 94.0
Net charge: +2
Multiplicity: 1
Lowest unoccupied orbital energy, Ha: -0.31100
SMILES: CC(C)=[NH+]C[NH2+]N
E_HOMO, eV: -19.97



(5)
ORCA calculation (the ωB97M-V functional and the def2-TZVPD basis) on a cluster of 3 separate species, C16H19F2NO8S in total at a distorted geometry.

```
47
Properties=species:S:1:pos:R:3:mulliken_charge:R:1
O 1.1282 -5.6505 2.9074 -0.45
C 1.3150 -5.2795 1.7790 0.29
N 2.4810 -4.4610 1.5221 -0.25
C 2.1914 -3.0396 1.5172 0.34
C 1.9051 -2.3675 2.7741 -0.30
C 1.5743 -0.9415 2.7154 -0.51
C 1.5360 -0.2507 1.4447 -0.33
C 1.8567 -0.9166 0.1719 -0.38
C 2.1866 -2.3367 0.2186 -0.45
O 0.4211 -5.7090 0.8041 -0.33
C -0.4814 -4.6657 0.3905 -0.27
C -1.7322 -4.4750 1.3260 -0.42
C -2.3998 -3.0970 0.8947 -0.54
S -4.2246 -3.2236 0.6916 -0.26
H 3.0019 -4.7601 0.6972 0.38
H 1.9313 -2.9477 3.7224 0.43
H 1.3198 -0.4216 3.6634 0.35
H 1.2590 0.8240 1.3836 0.28
H 1.8557 -0.3643 -0.7991 0.40
H 2.4298 -2.9270 -0.6944 0.22
H -0.8735 -4.9729 -0.6210 0.34
H -0.0072 -3.6628 0.2484 0.05
H -1.4649 -4.4237 2.4080 0.24
H -2.4375 -5.3330 1.1407 0.41
H -2.1317 -2.2856 1.6245 0.33
H -1.9646 -2.7727 -0.0925 0.30
H -4.6674 -1.9192 0.6172 0.14
C 3.1383 4.4927 -0.6839 -0.44
C 3.3605 3.2574 -1.5054 0.29
O 2.3101 2.4040 -1.0861 -0.21
C 1.2922 3.2293 -0.7104 0.62
O 0.1670 2.8746 -0.5566 -0.54
O 1.7198 4.5071 -0.5403 -0.32
F 4.5427 2.6732 -1.2004 -0.28
H 3.6030 4.4294 0.3026 0.30
H 3.4920 5.3947 -1.1813 0.27
H 3.2956 3.4153 -2.5846 0.29
C -2.6036 4.5938 -1.5785 -0.04
C -3.8231 3.8431 -2.0239 0.34
O -4.4298 4.7362 -2.9387 -0.31
C -3.4096 5.4683 -3.4763 0.64
O -3.5036 6.1231 -4.4620 -0.51
O -2.2690 5.3466 -2.7429 -0.29
F -4.6755 3.6341 -0.9905 -0.28
H -2.8104 5.2775 -0.7517 0.24
H -1.7876 3.9318 -1.2902 -0.04
H -3.6114 2.8943 -2.5230 0.29
```

Results
E_tot, eV: -51038.7985
Net charge: 0
Multiplicity: 1
Lowest unoccupied orbital energy, Ha: 0.00843
SMILES: O=C(Nc1ccccc1)OCCCS.O=C1OC[C@@H](F)O1.O=C1OC[C@@H](F)O1
E_HOMO, eV: -8.92



(6)
ORCA calculation (the ωB97M-V functional and the def2-TZVPD basis) on the molecule C6H10O5 at a distorted geometry.

```
21
Properties=species:S:1:pos:R:3:mulliken_charge:R:1
C -0.0222 -1.5792 0.4047 -0.09
C 0.9000 -1.1869 -0.6513 -0.21
C 1.4866 0.0379 -0.1556 -0.13
C 0.5949 1.2047 -0.5999 0.13
C -0.5913 0.8427 0.2607 -0.35
C -1.0658 -0.6928 0.2656 -0.22
H 0.9331 -2.3165 1.8761 0.33
H -0.3750 -2.5668 0.2431 0.58
H 0.2098 -1.0335 -1.4812 0.41
H 1.7476 -0.2580 0.9267 0.37
H 0.4105 1.0013 -1.6071 0.33
H 1.9554 2.8195 -0.5382 0.38
H -0.4251 1.1712 1.3042 0.34
H -1.6313 2.5445 -0.0765 0.36
H -1.4538 -0.6239 1.2804 0.34
H -2.3728 -0.0594 -1.1000 0.45
O 0.4037 -1.5168 1.8353 -0.59
O 2.1726 -1.0418 -0.9339 -0.53
O 0.8154 2.6371 -0.3247 -0.63
O -1.7208 1.5732 -0.2009 -0.65
O -1.9719 -0.9565 -0.7274 -0.62
```

Results
E_tot, eV: -16615.5753
ΔE to the lowest compared entry with this formula, charge and spin, kcal/mol: 145.2
Net charge: 0
Multiplicity: 1
Lowest unoccupied orbital energy, Ha: 0.01599
SMILES: O[C@@H]1[C@H](O)[C@@H](O)[C@@H]2O[C@H]2[C@H]1O
E_HOMO, eV: -9.62